Entry from the Open Molecules 2025 dataset: a single C18H20N6O2 molecule in a non-equilibrium geometry (ωB97M-V/def2-TZVPD).

Geometry as XYZ:
```
46
Properties=species:S:1:pos:R:3
C -2.747 -4.277 0.016
C -3.637 -3.097 0.169
C -4.948 -2.994 0.546
C -5.267 -1.621 0.517
C -4.122 -0.978 0.121
C -3.872 0.415 -0.074
N -2.718 0.941 -0.479
N -2.986 2.233 -0.498
N -4.214 2.500 -0.135
N -4.791 1.386 0.133
C -2.024 3.234 -0.842
H -1.627 3.044 -1.842
H -2.546 4.192 -0.812
C -0.896 3.287 0.211
O -0.929 4.118 1.096
N 0.093 2.387 0.092
C 0.227 1.385 -0.949
H 0.695 1.827 -1.839
C 1.091 0.230 -0.450
N 2.420 0.698 -0.135
C 3.485 -0.171 -0.045
C 3.301 -1.558 -0.044
C 4.383 -2.415 0.017
C 5.674 -1.923 0.087
C 5.869 -0.552 0.087
C 4.797 0.314 0.016
H 4.983 1.376 -0.013
H 6.871 -0.150 0.133
H 6.515 -2.597 0.140
H 4.211 -3.482 0.019
H 2.307 -1.977 -0.075
C 2.495 2.048 0.380
H 3.294 2.114 1.122
C 1.181 2.430 1.053
H 1.232 3.443 1.457
H 0.974 1.743 1.882
H 2.713 2.765 -0.425
H 0.596 -0.237 0.415
H 1.157 -0.515 -1.247
H -0.753 0.981 -1.208
O -3.131 -1.877 -0.090
H -6.201 -1.155 0.750
H -5.600 -3.800 0.811
H -1.898 -4.203 0.695
H -3.300 -5.185 0.236
H -2.359 -4.330 -1.000
```

charge: 0
structure (SMILES): Cc1ccc(-c2nnn(CC(=O)N3CCN(c4ccccc4)CC3)n2)o1
lowest unoccupied orbital energy: 0.0198 hartree
energy above the lowest of the compared OMol25 structures with the same formula, charge and spin: 79.98 kcal/mol

Entry from the Open Molecules 2025 dataset: a single C7H11N molecule in a non-equilibrium geometry (ωB97M-V/def2-TZVPD).

Geometry as XYZ:
```
19
Properties=species:S:1:pos:R:3
C 1.217 0.939 1.524
C 0.514 0.287 0.392
C 0.234 -1.246 0.527
C -0.037 -0.553 -1.762
C 0.376 0.634 -0.973
C -0.767 0.990 0.039
C -1.715 -0.335 -0.313
H 2.020 0.108 1.885
H 1.738 2.021 1.012
H 0.539 1.347 2.589
H 0.932 -2.026 0.567
H -0.427 -1.622 1.404
H -0.671 -0.481 -2.727
H 1.048 -1.068 -2.074
H 1.409 1.109 -1.353
H -1.140 1.846 0.251
H -2.737 -0.059 -0.957
H -1.930 -0.560 0.801
N -0.603 -1.330 -0.833
```

charge: 0
structure (SMILES): C[C@@]12CN3C[C@@H]1[C@@H]2C3
lowest unoccupied orbital energy: 0.0336 hartree
energy above the lowest of the compared OMol25 structures with the same formula, charge and spin: 157.82 kcal/mol

Entry from the Open Molecules 2025 dataset: a molecular structure, C18H20IIrN5PS2 (ωB97M-V/def2-TZVPD).

Geometry as XYZ:
```
48
Properties=species:S:1:pos:R:3
Ir -0.893 1.548 0.164
S 0.915 0.120 -0.401
C 0.653 -0.268 1.270
N -0.411 0.379 1.688
C -0.713 0.170 3.043
C -1.778 0.665 3.784
C -1.866 0.291 5.112
C -0.916 -0.559 5.688
C 0.136 -1.064 4.950
C 0.227 -0.691 3.612
S 1.439 -1.196 2.449
H -2.505 1.330 3.340
H -2.676 0.665 5.724
H -1.008 -0.827 6.731
H 0.864 -1.725 5.401
I -2.397 3.544 1.186
C -0.522 4.375 0.636
C -0.143 5.681 0.722
C 1.155 5.972 0.286
C 1.971 4.961 -0.196
C 1.491 3.663 -0.237
N 0.246 3.371 0.174
H -0.803 6.448 1.104
H 1.518 6.991 0.334
H 2.976 5.169 -0.535
H 2.090 2.835 -0.590
C -4.279 -2.612 -0.077
N -2.987 -2.625 -0.755
C -3.092 -2.488 -2.223
N -3.628 -1.171 -2.542
C -4.903 -1.041 -1.843
N -4.728 -1.256 -0.393
C -4.039 -0.188 0.295
P -2.316 -0.070 -0.402
C -1.920 -1.882 -0.141
C -2.692 -0.098 -2.214
H -4.173 -2.763 0.994
H -4.948 -3.348 -0.515
H -3.768 -3.258 -2.592
H -2.105 -2.628 -2.660
H -5.598 -1.789 -2.221
H -5.328 -0.051 -2.002
H -4.006 -0.368 1.372
H -4.567 0.751 0.111
H -1.834 -2.109 0.922
H -0.977 -2.107 -0.643
H -1.765 -0.235 -2.774
H -3.113 0.863 -2.519
```

charge: +3
2S+1: 2
lowest unoccupied orbital energy (spin up / spin down): -0.3959 / -0.4372 hartree
energy above the lowest of the compared OMol25 structures with the same formula, charge and spin: 13.98 kcal/mol

Entry from the Open Molecules 2025 dataset: a molecular structure, C31H36AsNO6RuS6Sb (ωB97M-V/def2-TZVPD).

Geometry as XYZ:
```
83
Properties=species:S:1:pos:R:3
Ru 0.008 0.040 -0.493
O 2.920 1.381 1.969
As 1.584 0.386 2.524
O 1.312 0.738 4.091
O 0.224 0.565 1.557
C 2.118 -1.479 2.346
C 1.824 -2.256 3.462
C 2.040 -3.628 3.446
C 2.559 -4.232 2.313
C 2.871 -3.463 1.202
C 2.646 -2.096 1.217
S 3.192 -1.155 -0.197
O 4.423 -0.511 0.244
O 3.322 -2.081 -1.295
O 2.173 -0.101 -0.401
H 3.459 0.914 1.305
H 1.415 -1.760 4.335
H 1.796 -4.222 4.319
H 2.711 -5.304 2.284
H 3.268 -3.913 0.303
S -4.553 0.727 -6.129
C -3.510 0.504 -4.841
S -4.011 0.475 -3.193
C -2.456 0.196 -2.452
C -1.408 0.101 -3.320
S 0.245 -0.184 -2.823
S -1.814 0.264 -5.007
S -2.356 0.039 -0.718
C 1.432 4.366 1.372
C 0.087 4.189 0.677
C -0.974 3.794 1.705
Sb 0.106 2.727 -0.922
C -1.570 3.493 -2.093
C -1.326 4.827 -2.789
C -2.869 3.566 -1.294
C 1.698 3.416 -2.238
C 2.957 2.581 -2.014
C 2.036 4.903 -2.189
H 1.385 5.221 2.057
H 2.263 4.533 0.686
H 1.684 3.486 1.963
H -0.203 5.126 0.186
H -0.724 2.833 2.157
H -1.971 3.706 1.272
H -1.018 4.544 2.504
H -1.669 2.719 -2.860
H -1.052 5.613 -2.079
H -2.244 5.153 -3.290
H -0.544 4.767 -3.548
H -2.865 4.442 -0.638
H -3.043 2.673 -0.692
H -3.717 3.677 -1.979
H 1.284 3.172 -3.223
H 3.385 2.771 -1.026
H 3.717 2.836 -2.761
H 2.757 1.512 -2.078
H 2.455 5.183 -1.222
H 1.182 5.552 -2.379
H 2.800 5.132 -2.942
N -0.137 -1.789 -0.055
C -0.728 -2.772 0.468
C -1.856 -2.624 1.442
C -1.814 -1.619 2.408
C -2.885 -1.436 3.269
C -4.011 -2.242 3.176
C -4.062 -3.238 2.211
C -2.990 -3.431 1.354
C -0.267 -4.145 0.086
C -0.450 -5.253 0.910
C 0.059 -6.494 0.551
C 0.751 -6.645 -0.642
C 0.938 -5.543 -1.469
C 0.438 -4.304 -1.109
H -0.955 -0.963 2.455
H -2.839 -0.645 4.008
H -4.850 -2.088 3.845
H -4.945 -3.859 2.116
H -3.043 -4.194 0.588
H -0.964 -5.138 1.855
H -0.081 -7.343 1.211
H 1.147 -7.614 -0.924
H 1.490 -5.644 -2.395
H 0.611 -3.432 -1.728
```

charge: -2
2S+1: 2
lowest unoccupied orbital energy (spin up / spin down): 0.1518 / 0.1518 hartree
energy above the lowest of the compared OMol25 structures with the same formula, charge and spin: 0.00 kcal/mol

- energy above the lowest of the compared OMol25 structures with the same formula, charge and spin of number 4 (C31H36AsNO6RuS6Sb)?
  0.00 kcal/mol